Entry 1:
# C6H10N2O

C6H10N2O as an isolated structure (ωB97M-V/def2-TZVPD, the OMol25 dataset).

The geometry in XYZ format:
```
19
Properties=species:S:1:pos:R:3:nbo_charge:R:1
O -0.8062 1.1422 -0.0640 -0.509
N -0.4606 -2.1087 2.4059 -0.692
N -0.6760 -0.9666 1.5986 -0.199
C -0.5084 -1.1690 0.3051 0.001
C 1.3705 0.3763 -0.5869 -0.213
C 1.4211 1.6843 -0.1482 -0.215
C 0.1314 2.0927 0.3933 -0.091
C -0.1798 -0.0425 -0.5819 0.108
C -0.6575 -0.2630 -2.0283 -0.617
H 2.2914 2.3199 0.1686 0.223
H -0.6977 -3.0712 1.9757 0.373
H 0.2006 0.2733 -2.9226 0.245
H -0.2412 3.0335 -0.0095 0.188
H 0.4186 2.4506 1.5302 0.171
H -0.7338 -1.5819 -2.0491 0.196
H -0.5838 -2.1676 -0.4184 0.150
H -0.5950 -1.8489 3.5673 0.400
H -1.8689 0.1207 -2.1317 0.253
H 2.1753 -0.2741 -1.0039 0.228
```

HOMO-LUMO gap: 9.351 eV
relative energy (zero: lowest compared OMol25 entry of this formula, charge and spin): 159.4 kcal per mole
net charge: 0

=====

Entry 2:
# C35H72BIN3O13S

A 3-piece molecular cluster, C35H72BIN3O13S overall (ωB97M-V/def2-TZVPD, the OMol25 dataset).

The geometry in XYZ format:
```
126
Properties=species:S:1:pos:R:3:mulliken_charge:R:1
I -0.6670 5.8795 1.8850 0.299
S -2.8026 0.3178 0.9518 -0.055
O 3.6690 -4.3836 -6.2831 -0.442
O -1.0971 0.5900 -1.2781 -0.068
O -1.0087 -3.8593 5.9236 -0.362
O 0.2894 6.2135 -1.2590 -0.808
O 1.0875 1.6503 3.3278 -0.506
O -0.5424 -7.0054 5.1045 -0.302
O 0.7261 -4.6800 3.5710 -0.450
O 1.7883 4.5235 -2.0018 -0.502
O -0.3457 0.0210 2.8402 -0.067
O -1.8321 4.3374 -1.2756 -0.121
O 2.1387 -3.4826 -3.8285 -0.239
O 1.4982 3.8857 1.2949 -0.150
O 2.4079 -6.6478 -4.6473 -0.270
N -1.3506 2.8233 1.0555 1.517
N -2.7645 4.6651 3.6519 -0.510
N -1.4690 1.9951 -4.5779 -0.567
C -3.6278 -1.0446 3.1254 -1.271
C 2.3058 -4.0129 -6.2009 -0.464
C 1.1957 2.8327 0.4375 -4.042
C -1.8052 2.6868 -3.3099 -0.196
C -4.8376 6.3668 -2.1319 -0.153
C -0.9727 2.4082 2.4459 -0.491
C -0.6552 -4.3742 3.5670 -0.379
C -2.5695 4.6989 -0.1375 -0.284
C 3.2951 5.2260 2.2108 -1.445
C -0.4665 3.1099 -2.6922 -2.122
C 4.1925 4.4926 -1.8715 -1.316
C -1.2959 -7.9713 4.3999 -0.794
C -0.2707 2.6960 -0.0615 1.650
C 1.5675 -7.5811 -5.2946 -0.806
C 4.2444 -5.1751 -5.2552 -0.266
C 1.9689 -2.9793 -5.1460 -0.418
C -2.9400 6.1944 -0.2525 -0.226
C -1.1053 -3.3649 4.6039 -0.027
C -3.9807 6.2924 -1.2956 -0.991
C -1.9656 4.2403 1.2115 -1.273
C -0.1210 1.1946 -0.4634 -2.688
C 0.0347 1.3242 2.8554 -1.126
C 1.2656 -5.4539 4.6352 -0.331
C 2.8496 -2.6258 -2.9671 -0.432
C 3.7296 -6.5950 -5.1566 -0.529
C -0.8357 -0.8079 -1.4385 -0.047
C -3.1147 4.2511 2.2794 -0.184
C 2.9294 5.3045 -1.6064 0.021
C 0.8077 -6.8951 4.6909 -0.521
C -1.2201 -1.2429 -2.8543 -1.099
C -0.5348 3.7129 -1.2442 1.616
C 2.8533 3.8444 1.7125 -0.227
C -2.5807 2.0268 0.5134 -0.716
C -3.8851 0.3024 2.4098 -0.066
C -0.3979 -2.9777 6.8418 -0.798
B 0.5700 4.8780 -1.4484 1.178
H -4.9241 0.3461 2.0914 0.613
H -1.0655 -7.9557 3.3297 0.369
H -2.1598 -3.1297 4.4085 0.225
H 1.8549 2.8275 -0.4375 0.941
H -3.3358 5.4565 3.9223 0.267
H -1.2660 -5.2780 3.6070 0.115
H -2.3417 1.9623 -2.7076 0.062
H -3.5733 3.2683 2.3978 0.095
H 0.9143 -2.7005 -5.2684 0.285
H 1.7225 -7.5751 -6.3780 0.379
H -1.9835 -0.5557 -3.2142 0.184
H 0.4445 -0.4892 2.6027 0.273
H -1.1191 -8.9750 4.7981 0.314
H 0.2913 2.3386 -2.7993 -0.091
H 1.5033 1.9024 0.9349 1.168
H 0.5379 -7.2861 -5.0938 0.229
H -3.5486 4.2120 -0.2291 0.528
H 2.5790 -2.0838 -5.3055 0.404
H 0.4792 -2.4876 6.4063 0.344
H 3.5142 3.5324 0.8954 0.220
H 0.4932 6.7183 -2.0567 0.268
H 4.3771 5.2989 2.1125 0.391
H -2.3483 -7.7201 4.5287 0.232
H 2.7816 6.0263 1.6842 0.287
H 3.2271 -3.2230 -2.1371 0.275
H -3.5103 2.5106 0.7914 0.924
H -5.7045 6.3330 -2.7500 0.456
H -0.0712 -3.5679 7.6967 0.267
H -2.3123 1.7563 -5.0829 0.257
H 0.9587 -7.3595 3.7106 0.336
H -2.0976 6.7898 -0.5957 0.361
H 1.7299 -8.5917 -4.9068 0.307
H 3.0751 5.2990 3.2762 0.368
H -0.3672 -1.1339 -3.5209 0.122
H -2.4047 3.5655 -3.5426 0.315
H -0.8365 -3.9198 2.5869 0.403
H 2.1923 -1.8428 -2.5648 -0.183
H 1.1241 -4.9585 5.5969 0.104
H -2.8796 -1.6069 2.5614 0.167
H -3.6980 1.1204 3.1047 0.110
H -1.6278 -2.2506 -2.8635 0.525
H 1.4365 -7.4189 5.4219 0.409
H -4.5164 -1.6697 3.1516 0.349
H 2.9761 6.2368 -2.1740 0.504
H -2.5802 2.0923 -0.5676 -0.057
H 4.0190 3.8604 -2.7414 0.276
H 5.0490 5.1391 -2.0467 0.408
H -1.8825 2.1357 2.9844 0.848
H 4.4139 3.8396 -1.0263 0.283
H 0.8379 1.0903 -0.9829 1.265
H 4.3852 -7.1439 -4.4684 0.387
H 2.9962 3.1281 2.5258 0.423
H 5.3018 -5.2399 -5.5222 0.407
H 2.8628 5.5809 -0.5526 -0.037
H -0.0046 0.5857 0.4402 0.503
H -1.1065 -2.2178 7.1892 0.306
H -3.3925 6.5973 0.6515 0.523
H 3.7028 -2.1642 -3.4740 0.445
H 2.0813 -3.5568 -7.1688 0.419
H 3.7908 -7.0683 -6.1422 0.343
H -0.1450 3.9053 -3.3745 1.316
H -3.9113 4.8978 1.9193 0.653
H -0.8915 2.5844 -5.1645 0.222
H -0.6209 3.2869 2.9842 0.673
H 2.3408 -5.4697 4.4424 0.411
H -1.4329 -1.3871 -0.7280 0.008
H 0.2136 -1.0476 -1.2425 0.334
H 1.6594 -4.8883 -6.1121 0.166
H -0.5245 -2.4420 4.4846 0.140
H -3.0174 3.9321 4.3058 0.264
H -3.2120 -0.9066 4.1196 0.396
H 4.1935 -4.6709 -4.2883 0.063
```

HOMO-LUMO gap: 8.002 eV
net charge: +1

=====

Entry 3:
# C6H9NO

One molecule with the formula C6H9NO (ωB97M-V/def2-TZVPD, the OMol25 dataset).

The geometry in XYZ format:
```
17
Properties=species:S:1:pos:R:3:nbo_charge:R:1
O -1.8740 -0.2185 1.2607 -0.542
N 2.2849 -0.1217 2.7095 -0.623
C 0.2788 1.2506 -1.2502 -0.607
C 1.6199 -0.2606 1.6996 0.444
C 0.0487 0.5933 0.1016 -0.325
C 1.1600 -0.3517 0.4799 -0.436
C -1.6464 -1.0154 -0.9746 -0.730
C -1.2429 -0.2071 0.2331 0.614
H 2.0065 -0.5530 3.5819 0.384
H -2.0181 -0.3432 -1.7465 0.235
H 0.4276 0.5064 -2.0304 0.207
H 0.0560 1.3089 0.9795 0.233
H -0.5696 1.8743 -1.5251 0.214
H 1.1695 1.8741 -1.2044 0.226
H -2.4372 -1.7093 -0.7000 0.239
H -0.7977 -1.5614 -1.3791 0.223
H 1.5339 -1.0657 -0.2356 0.242
```

HOMO-LUMO gap: 9.572 eV
relative energy (zero: lowest compared OMol25 entry of this formula, charge and spin): 35.8 kcal per mole
SMILES: CC(=O)[C@H](C)C=C=N
net charge: 0

=====

Entry 4:
# C22H42BCl2N4

A 5-piece molecular cluster, C22H42BCl2N4 overall (ωB97M-V/def2-TZVPD, the OMol25 dataset).

The geometry in XYZ format:
```
71
Properties=species:S:1:pos:R:3:mulliken_charge:R:1
Cl -1.1882 -8.5232 0.8733 -0.257
Cl 2.8129 -6.1683 3.6134 -0.330
N 0.7550 -3.2062 -1.0992 -0.401
N -1.2095 4.1110 -0.6033 -0.409
N 3.3203 1.6709 1.0742 -0.506
N -6.6326 4.3768 -1.2940 -0.459
C 2.7876 -5.5275 1.8990 -0.152
C -2.0380 4.5686 -1.2537 0.302
C -1.6756 7.1086 -2.9079 -1.069
C 2.4893 2.1397 0.4344 -0.043
C -6.6884 3.9608 -0.2251 0.322
C -3.0901 5.1574 -2.0785 -0.436
C -2.5294 5.9049 -3.2917 -0.614
C -1.7079 -7.1626 1.9487 -0.516
C 1.4340 2.7336 -0.3865 -0.129
C 3.8923 -6.1337 1.0060 0.040
C -4.3752 4.1497 1.7556 -0.708
C 0.0339 -5.2668 2.0485 -0.918
C -5.8581 4.2173 2.1042 -0.466
C -1.2903 -5.7921 1.4310 -0.610
C -6.7372 3.4224 1.1333 -0.464
C 5.0388 -6.8745 1.7079 -1.422
C 1.9924 -0.9074 -1.0520 0.122
C 1.2878 -2.1881 -1.0953 -0.066
C 3.4356 -1.0261 -1.5445 -0.494
C 2.8611 4.6584 -1.2469 -1.256
C 1.9945 3.4584 -1.6111 -0.329
C 4.2839 -1.9270 -0.6547 -1.049
B 1.3279 -5.7161 1.1397 0.397
H -1.9412 5.2222 -3.9078 0.325
H 2.2977 5.3788 -0.6501 0.295
H 3.2095 5.1653 -2.1479 0.361
H -1.3275 7.6284 -3.8005 0.339
H 3.7405 4.3552 -0.6763 0.379
H -0.0095 -4.1731 2.0998 0.255
H 0.8458 3.4180 0.2162 0.403
H 0.0754 -5.6207 3.0864 0.342
H -3.3684 6.2414 -3.9025 0.332
H -7.7732 3.4384 1.4761 0.297
H -6.4270 2.3761 1.1163 0.288
H 4.3511 -5.2968 0.4721 -0.125
H 1.3790 -4.9271 0.1986 -0.228
H 4.2993 -1.5564 0.3716 0.318
H 1.4517 -0.1886 -1.6737 0.163
H 3.4478 -1.4044 -2.5695 0.369
H 3.4631 -6.7806 0.2433 0.254
H 1.9823 -0.5182 -0.0325 0.138
H 2.5734 2.7626 -2.2232 0.246
H -2.7901 -7.2508 2.0017 0.361
H 3.9005 -2.9490 -0.6435 0.147
H -0.7960 6.8069 -2.3363 0.277
H -4.0195 3.1184 1.7439 0.340
H 0.7567 1.9417 -0.7086 0.369
H 1.1544 3.7960 -2.2205 0.282
H -6.1818 5.2598 2.1272 0.293
H -2.2470 7.8180 -2.3061 0.303
H -3.7858 4.6991 2.4891 0.358
H 5.3124 -1.9610 -1.0175 0.392
H 4.7012 -7.6214 2.4179 0.396
H -3.6924 5.8310 -1.4661 0.300
H 1.2069 -6.8306 0.6674 -0.259
H -3.7572 4.3619 -2.4143 0.320
H -1.3238 -7.3606 2.9449 0.312
H -1.1630 -5.8128 0.3506 0.323
H 5.6054 -7.4118 0.9388 0.388
H 3.8775 -0.0263 -1.5677 0.266
H -6.0079 3.8164 3.1080 0.315
H -4.1763 4.5886 0.7768 -0.124
H 2.9462 -4.4526 1.9607 0.227
H 5.7363 -6.1653 2.1520 0.301
H -2.0943 -5.0914 1.6856 0.284
```

HOMO-LUMO gap: 6.041 eV
relative energy (zero: lowest compared OMol25 entry of this formula, charge and spin): 3.7 kcal per mole
net charge: -1